{"formula": "C4H6O2", "method": "ωB97M-V/def2-TZVPD", "symbols": ["O", "C", "C", "C", "C", "O", "H", "H", "H", "H", "H", "H"], "xyz": [[2.30449, -0.85925, -0.03118], [1.99567, 0.33214, -0.19863], [0.56778, 0.88061, -0.05208], [-0.41478, -0.28108, 0.52024], [-1.90684, 0.16829, 0.32725], [-2.57922, -0.38960, -0.57448], [2.84283, 1.04906, -0.52785], [0.56187, 1.87130, 0.41882], [0.14189, 1.13216, -1.03758], [-0.30087, -1.20822, -0.11235], [-0.17372, -0.57430, 1.65565], [-2.32519, 1.12103, 0.86788]], "forces_ev_per_a": [[-1.0, 3.1, -0.3], [1.3, -1.9, -0.2], [-0.7, -1.6, 0.0], [0.1, 0.4, 1.3], [-0.7, -0.8, -2.6], [1.7, 1.9, 3.1], [-1.3, -0.6, 0.5], [0.0, -0.5, 0.6], [0.5, -0.3, -0.1], [0.0, 1.1, 0.7], [-0.5, 0.8, -2.5], [0.7, -1.6, -0.6]], "lumo_energy_ev": 0.720, "e_above_lowest_kcal_mol": 43.7, "fmax_ev_per_a": 4.0, "molar_mass_g_mol": 86.1}



{"formula": "C4H6O2", "method": "ωB97M-V/def2-TZVPD", "symbols": ["O", "C", "C", "C", "C", "O", "H", "H", "H", "H", "H", "H"], "xyz": [[-0.50108, -0.02915, 2.23847], [0.16167, -0.52094, 1.35901], [0.90743, 0.28957, 0.29795], [0.19506, 0.19874, -1.08394], [-1.24659, 0.05588, -0.68650], [-1.81166, -1.00658, -0.61212], [0.23426, -1.62099, 1.25096], [1.92367, -0.10861, 0.22058], [0.94606, 1.33034, 0.63224], [0.51344, -0.67106, -1.66630], [0.36989, 1.10545, -1.67730], [-1.69215, 0.97734, -0.27303]], "forces_ev_per_a": [[0.4, -0.1, -0.3], [0.0, 0.1, 0.1], [0.1, 0.1, 0.2], [0.0, -0.2, 0.0], [-0.1, -0.2, -0.1], [-0.1, 0.3, -0.3], [0.0, 0.1, 0.1], [-0.1, 0.1, 0.0], [0.0, -0.2, 0.0], [-0.1, 0.1, 0.2], [0.0, -0.2, 0.2], [-0.3, 0.1, -0.2]], "lumo_energy_ev": 0.819, "e_above_lowest_kcal_mol": 31.4, "fmax_ev_per_a": 0.5, "molar_mass_g_mol": 86.1}



{"formula": "C4H6O2", "method": "ωB97M-V/def2-TZVPD", "symbols": ["O", "C", "C", "C", "O", "C", "H", "H", "H", "H", "H", "H"], "xyz": [[-1.96134, 0.28050, -1.90180], [-1.28371, 0.42388, -0.91715], [-0.34565, -0.65182, -0.39610], [2.18215, 0.83129, 0.26327], [1.67774, -0.15756, 0.93547], [0.23797, -0.38644, 0.98829], [-1.30852, 1.37379, -0.33650], [-0.88215, -1.60482, -0.43174], [0.47086, -0.74723, -1.12358], [1.30682, 1.38095, -0.20207], [-0.21083, 0.49531, 1.46244], [0.11666, -1.23786, 1.65946]], "forces_ev_per_a": [[0.3, 0.1, 0.4], [-0.2, -0.1, -0.3], [0.0, -0.1, 0.0], [-0.4, -0.1, 0.1], [0.3, 0.2, -0.1], [-0.2, 0.0, 0.0], [0.0, -0.1, -0.1], [0.0, 0.1, 0.0], [-0.1, 0.0, 0.1], [0.2, 0.0, 0.0], [0.1, -0.1, -0.1], [0.0, 0.1, -0.1]], "lumo_energy_ev": 0.368, "e_above_lowest_kcal_mol": 96.9, "fmax_ev_per_a": 0.5, "molar_mass_g_mol": 86.1}



{"formula": "C4H6O2", "method": "ωB97M-V/def2-TZVPD", "symbols": ["O", "C", "C", "C", "O", "C", "H", "H", "H", "H", "H", "H"], "xyz": [[-1.67494, -1.79027, 1.10755], [-0.69274, -1.09499, 1.00255], [-0.33591, -0.33710, -0.23940], [-0.33639, 1.19940, -0.14993], [0.85217, 1.27712, -0.94830], [1.12930, -0.09253, -0.62488], [-0.00289, -0.94631, 1.86253], [-0.94462, -0.68635, -1.07671], [-1.20268, 1.70028, -0.58087], [-0.13361, 1.57735, 0.86495], [1.79772, -0.15357, 0.24839], [1.54458, -0.65304, -1.46586]], "forces_ev_per_a": [[0.5, 0.3, 0.0], [-0.3, -0.1, 0.0], [-0.1, -0.1, -0.1], [-0.3, 0.1, 0.2], [0.0, 0.1, 0.0], [0.2, -0.3, 0.0], [-0.1, 0.0, 0.0], [0.1, 0.0, 0.1], [0.1, 0.1, 0.0], [-0.2, -0.1, -0.1], [0.0, -0.1, -0.2], [0.0, 0.1, 0.1]], "lumo_energy_ev": 0.782, "e_above_lowest_kcal_mol": 46.8, "fmax_ev_per_a": 0.6, "molar_mass_g_mol": 86.1}



Please write out number 3 again, unchanged.
{"formula": "C4H6O2", "method": "ωB97M-V/def2-TZVPD", "symbols": ["O", "C", "C", "C", "O", "C", "H", "H", "H", "H", "H", "H"], "xyz": [[-1.96134, 0.28050, -1.90180], [-1.28371, 0.42388, -0.91715], [-0.34565, -0.65182, -0.39610], [2.18215, 0.83129, 0.26327], [1.67774, -0.15756, 0.93547], [0.23797, -0.38644, 0.98829], [-1.30852, 1.37379, -0.33650], [-0.88215, -1.60482, -0.43174], [0.47086, -0.74723, -1.12358], [1.30682, 1.38095, -0.20207], [-0.21083, 0.49531, 1.46244], [0.11666, -1.23786, 1.65946]], "forces_ev_per_a": [[0.3, 0.1, 0.4], [-0.2, -0.1, -0.3], [0.0, -0.1, 0.0], [-0.4, -0.1, 0.1], [0.3, 0.2, -0.1], [-0.2, 0.0, 0.0], [0.0, -0.1, -0.1], [0.0, 0.1, 0.0], [-0.1, 0.0, 0.1], [0.2, 0.0, 0.0], [0.1, -0.1, -0.1], [0.0, 0.1, -0.1]], "lumo_energy_ev": 0.368, "e_above_lowest_kcal_mol": 96.9, "fmax_ev_per_a": 0.5, "molar_mass_g_mol": 86.1}